# 1
Computed, not measured: the ion C9H14N6 with charge +2 at a distorted geometry, with ωB97M-V/def2-TZVPD.

Geometry as XYZ:
```
29
Properties=species:S:1:pos:R:3:forces:R:3
C 4.1729 -0.5834 -0.6293 -3.10 1.11 1.79
C 3.9129 -0.4808 0.7478 -0.42 -0.54 1.30
C 3.1935 -0.2187 -1.5508 -0.62 0.52 0.80
C 2.6166 -0.2739 1.2235 1.20 -0.19 -2.50
C 1.9273 0.0080 -1.1094 -0.27 0.05 -0.13
C 1.5819 -0.0676 0.2882 1.26 0.40 -2.46
C -2.3083 -0.8931 -0.0186 0.61 -1.21 -0.19
C -0.6201 0.9107 0.2141 -1.64 0.73 0.02
C -2.0981 0.5683 0.3678 0.02 -0.05 -0.59
N -1.6118 -2.0056 0.3459 0.05 -1.16 -0.47
N -0.3594 2.1174 -0.1795 -5.15 3.03 0.42
N 0.3155 0.1553 0.4943 1.30 -2.90 2.53
N -3.2130 -1.1549 -0.9728 2.50 -0.97 2.31
N -0.6140 -2.2214 1.1811 -3.14 4.95 -0.51
N -2.9207 1.4004 -0.4664 0.38 -0.14 -0.81
H 5.0572 -0.9533 -0.9150 3.38 -0.96 -1.22
H 4.7657 -0.6547 1.4351 -0.86 0.16 -0.33
H 3.4994 0.0435 -2.5153 0.13 -0.26 -1.64
H 2.2983 -0.2346 2.1855 -0.10 0.01 3.10
H 1.0692 0.3003 -1.7134 0.60 -0.12 -0.52
H -2.3251 0.7299 1.4085 -0.31 -0.13 0.59
H 0.5295 2.3837 -0.2804 4.22 1.36 -0.37
H -3.7952 -0.4691 -1.3367 -1.30 1.52 -0.68
H -3.2476 -2.1176 -1.2367 -0.39 -0.59 -0.41
H -0.2349 -3.1186 1.1956 0.65 -1.71 0.25
H -0.3714 -1.3773 1.7430 0.62 -1.66 -0.07
H -1.0331 2.8899 0.0953 1.15 -1.29 -0.94
H -2.4312 1.5908 -1.3550 -0.72 0.14 0.61
H -3.2924 2.2469 -0.0597 -0.03 -0.09 0.11
```
Forces are in eV/Å.

Output
- E_tot: -18480.81536 eV
- Frontier orbital gap (spin up / spin down): 7.2358 / 6.5982 eV
- Strongest force on any atom: 0.1165 Eh/bohr
- ΔE to the lowest compared entry with this formula, charge and spin: 0.165 eV
- Highest occupied orbital energy (spin up / spin down): -16.213 / -16.456 eV
- Charge: +2



# 2
Computed, not measured: an isolated molecule of C25H29N3O4S, with ωB97M-V/def2-TZVPD.

Geometry as XYZ:
```
62
Properties=species:S:1:pos:R:3:forces:R:3
C -0.5163 2.0114 -5.5437 0.11 -0.03 -0.05
H -0.7015 2.6403 -6.4111 -0.06 0.07 -0.02
H -1.3202 1.2839 -5.4628 -0.09 -0.03 0.01
C 0.8230 1.2861 -5.6954 -0.14 -0.11 0.01
C 1.0167 0.3322 -4.5320 0.07 0.19 -0.40
O 0.6123 -0.8093 -4.5779 -0.13 -0.21 -0.04
N 1.6278 0.8444 -3.4189 -0.02 0.01 0.16
C 1.8178 0.1537 -2.2240 0.08 -0.27 0.51
C 1.5116 -1.1668 -1.9289 -0.03 -0.11 -0.11
C 1.7692 -1.6218 -0.6437 0.06 -0.07 0.12
C 2.3101 -0.7767 0.3048 -0.03 -0.26 0.62
C 2.6318 0.5407 0.0141 0.01 0.09 -0.24
C 2.3853 0.9969 -1.2600 -0.04 -0.19 -0.01
C 2.6061 2.3614 -1.8388 -0.04 0.05 0.06
H 3.6464 2.6727 -1.7458 -0.03 0.05 -0.03
H 1.9898 3.1014 -1.3245 0.03 0.02 -0.04
C 2.1867 2.1925 -3.3094 0.20 0.48 -0.29
H 1.4463 2.9396 -3.6014 0.09 -0.04 -0.03
H 3.0516 2.2833 -3.9748 -0.11 0.06 0.06
H 3.0584 1.1636 0.7827 0.06 0.20 0.07
S 2.5505 -1.3385 1.9752 -0.66 0.31 -0.16
O 3.8672 -1.0222 2.4351 0.18 0.24 0.05
O 2.1194 -2.7106 2.0827 0.03 -0.01 -0.32
N 1.4934 -0.3043 2.7767 0.61 -0.28 -0.69
H 0.5422 -0.4491 2.4633 -0.21 -0.03 -0.29
C 1.6245 -0.3277 4.2205 0.25 -0.12 0.54
C 0.9295 -1.5190 4.9012 -0.03 0.21 0.02
C -0.5704 -1.2723 4.9145 0.35 -0.27 0.22
O -1.0567 -0.5474 5.7662 0.04 0.31 0.19
N -1.3459 -1.8484 3.9656 -0.36 -0.21 -0.19
C -0.9327 -2.5700 2.7834 0.20 -0.19 -0.05
C -1.2435 -1.7659 1.5510 -0.08 -0.15 0.06
C -2.1114 -0.7557 1.5415 0.04 -0.06 0.09
C -2.3430 0.0397 0.3219 0.11 0.10 -0.18
C -3.6285 0.2755 -0.1572 0.03 -0.01 0.06
C -3.8253 1.0110 -1.3112 -0.09 0.02 -0.04
C -2.7425 1.5333 -1.9981 0.01 0.05 -0.06
C -1.4610 1.3115 -1.5245 0.00 0.03 -0.08
C -1.2603 0.5680 -0.3766 -0.07 -0.01 0.05
H -0.2589 0.4046 -0.0055 0.12 -0.02 0.04
H -0.6117 1.7198 -2.0503 0.12 0.05 -0.10
H -2.8990 2.1102 -2.8977 -0.01 0.06 -0.08
H -4.8279 1.1767 -1.6772 -0.08 0.00 -0.03
H -4.4803 -0.1402 0.3611 -0.08 -0.03 0.07
C -2.8588 -0.3562 2.7866 0.08 -0.25 0.21
C -2.7317 -1.4307 3.8675 -0.26 0.36 0.20
H -3.0419 -1.0417 4.8380 -0.02 -0.12 -0.15
H -3.3386 -2.3033 3.6108 0.03 0.01 0.00
H -3.9104 -0.1760 2.5590 -0.02 0.05 -0.01
H -2.4412 0.5849 3.1592 -0.09 0.05 0.00
H -0.7322 -2.0642 0.6477 0.00 0.00 -0.22
H 0.1290 -2.8148 2.7933 -0.19 0.03 0.12
H -1.4821 -3.5228 2.7476 0.12 0.06 -0.01
H 1.2499 -1.5429 5.9440 -0.11 -0.03 -0.04
H 1.2238 -2.4488 4.4202 0.00 -0.01 0.05
H 2.6989 -0.3604 4.4108 -0.11 0.12 0.23
H 1.2187 0.6064 4.6213 0.12 -0.10 -0.04
H 1.5569 -2.6409 -0.3617 -0.08 -0.13 -0.03
H 1.0805 -1.8110 -2.6755 0.00 -0.01 0.01
H 0.7897 0.6773 -6.6001 0.11 0.00 0.11
H 1.6420 1.9983 -5.7840 0.03 0.00 -0.02
H -0.5331 2.6386 -4.6547 -0.04 0.09 0.09
```
Forces are in eV/Å.

Output
- E_tot: -49892.19357 eV
- Frontier orbital gap: 9.2525 eV
- Strongest force on any atom: 0.0188 Eh/bohr
- ΔE to the lowest compared entry with this formula, charge and spin: 1.465 eV
- Highest occupied orbital energy: -8.832 eV
- Charge: 0
- SMILES string: CCC(=O)N1CCc2cc(S(=O)(=O)NCCC(=O)N3CC=C(c4ccccc4)CC3)ccc21